The following is a DFT calculation (wB97M-V/def2-TZVPD) of C30H46BrCoN3P2Se as an isolated structure.

The geometry in XYZ format:
```
84
Properties=species:S:1:pos:R:3:mulliken_charge:R:1
Br 4.686 -0.597 0.042 0.040
Se -0.260 0.759 3.352 -0.012
Co -1.099 -1.865 -2.518 -0.239
P -1.350 2.045 1.369 0.434
P 0.615 -0.487 -4.058 -0.036
N 2.636 0.722 3.882 0.348
N -3.878 -6.442 0.108 -0.529
N 1.744 2.675 4.284 0.216
C -3.755 -6.266 -1.207 -0.399
C -0.388 2.101 -3.515 -1.539
C 3.472 -0.613 -3.937 -1.263
C -2.299 1.898 -0.225 0.613
C 0.784 3.737 4.539 -0.935
C 2.244 -0.019 -3.248 0.068
C 2.746 -2.629 0.324 -0.615
C 3.063 -1.251 0.427 -0.506
C -2.998 4.323 1.995 -1.252
C -2.540 2.938 2.463 -0.349
C -0.044 -3.202 -4.226 -0.972
C 3.656 1.564 4.294 -0.340
C -0.488 0.656 -2.992 0.032
C 1.447 -3.092 0.101 -0.353
C -0.234 4.224 -0.166 -1.112
C 1.448 1.414 3.820 0.018
C -2.348 -4.304 -0.896 0.796
C 0.381 -2.128 0.064 0.500
C 0.651 -0.790 0.413 0.056
C 0.860 -2.224 -3.461 -0.141
C -1.646 -3.151 -1.366 -0.384
C 3.105 2.780 4.541 -0.664
C -3.461 0.919 -0.175 -1.176
C 2.800 -0.702 3.660 -0.870
C 1.956 -0.372 0.530 -0.135
C 0.003 3.237 0.988 1.067
C -0.752 -2.289 -0.772 0.409
C -2.404 -4.590 0.505 -0.316
C -3.197 -5.665 0.956 -0.359
C -2.993 -5.222 -1.745 -0.473
H -2.646 2.905 -0.492 0.684
H -2.889 -5.158 -2.820 0.415
H 3.422 -1.703 -4.026 0.346
H -3.243 -5.877 2.040 0.350
H -3.729 4.708 2.721 0.432
H -0.367 -2.821 -5.194 0.385
H 0.805 4.468 3.729 0.318
H -0.538 2.142 -4.605 0.450
H 4.672 1.205 4.369 0.501
H -2.175 5.053 1.941 0.267
H -4.102 1.061 0.703 0.326
H 3.605 -0.188 -4.936 0.376
H -1.519 0.257 -3.092 0.676
H 0.880 2.604 0.770 -0.135
H 3.553 3.691 4.896 0.498
H -1.773 -4.027 1.230 0.305
H 3.096 -1.196 4.593 0.378
H 1.031 4.226 5.488 0.428
H -0.209 3.292 4.592 0.242
H 0.773 -2.256 -2.353 -0.093
H 4.364 -0.374 -3.349 0.374
H 0.242 3.761 1.926 -0.546
H -3.104 -0.122 -0.175 0.045
H 1.856 -1.117 3.316 0.214
H -1.607 1.597 -1.025 -1.068
H 1.913 -2.423 -3.675 0.304
H -2.079 2.991 3.464 0.399
H -0.136 0.586 -1.949 -0.106
H -0.217 -0.129 0.537 0.177
H -0.281 3.721 -1.146 0.046
H 2.175 -0.410 -2.212 -0.152
H -4.308 -6.979 -1.844 0.368
H -3.402 2.257 2.552 0.469
H -4.081 1.053 -1.069 0.423
H 2.105 0.681 0.641 0.255
H -3.506 4.294 1.020 0.294
H -1.144 4.831 -0.028 0.249
H 0.608 2.510 -3.287 0.374
H 3.592 -3.318 0.275 0.530
H 1.266 -4.162 -0.113 0.469
H 0.566 -4.131 -4.373 0.375
H -1.146 2.756 -3.060 0.380
H 2.328 1.078 -3.189 0.336
H 3.557 -0.854 2.897 0.317
H 0.619 4.921 -0.194 0.485
H -0.992 -3.496 -3.641 0.211
```

Calculated values
**DFT total energy**: -8375.17654 a.u.
**Spin multiplicity**: 4
**HOMO-LUMO gap (alpha / beta)**: 5.9488 / 7.3497 eV
**ΔE to the lowest compared entry with this formula, charge and spin**: 0.0 kcal per mole
**Total charge**: +2
**⟨S²⟩**: 3.819

The following is a DFT calculation (wB97M-V/def2-TZVPD) of C30H46Cl45I2O4PSi as an isolated structure.

The geometry in XYZ format:
```
129
Properties=species:S:1:pos:R:3:mulliken_charge:R:1
I 3.693 -0.391 -1.216 -0.008
I 3.365 2.756 -0.845 0.116
Cl 10.006 4.253 -4.318 -0.018
Cl -2.122 -2.543 5.190 0.019
Cl 3.215 3.166 2.285 -0.012
Cl -3.879 3.836 3.025 -0.094
Cl 12.900 4.551 -4.317 -0.130
Cl 7.359 4.804 -2.961 -0.162
Cl 0.544 -3.901 8.942 -0.133
Cl 0.196 -6.281 7.315 -0.119
Cl 3.335 7.917 -5.472 -0.104
Cl -9.601 -2.801 4.782 -0.138
Cl -4.199 -1.265 -5.426 -0.126
Cl -1.906 4.847 4.892 -0.110
Cl 2.995 -2.760 2.144 -0.084
Cl 4.949 8.015 -7.886 -0.137
Cl -5.040 0.923 7.813 -0.034
Cl 5.373 5.091 2.372 -0.128
Cl 1.005 7.518 -1.445 -0.119
Cl -5.291 1.090 3.602 0.154
Cl 4.965 4.100 -4.458 -0.088
Cl -7.540 -0.701 3.221 -0.029
Cl -6.173 0.432 0.914 -0.086
Cl -1.012 5.442 -1.625 -0.026
Cl 0.062 6.626 -4.041 -0.120
Cl 7.508 -5.887 -5.497 -0.121
Cl -3.710 -1.866 2.853 -0.113
Cl 1.574 -3.079 4.659 -0.083
Cl -1.975 -4.373 7.584 -0.056
Cl 7.232 2.321 -4.523 -0.129
Cl 6.210 7.670 -5.291 -0.108
Cl -4.830 -1.934 8.298 -0.104
Cl 3.765 4.633 4.749 -0.133
Cl -2.493 -0.404 7.549 -0.071
Cl 0.685 -4.534 2.313 -0.099
Cl -5.490 5.011 8.714 -0.116
Cl -5.914 0.984 -6.094 -0.136
Cl 7.092 -3.836 -3.486 -0.100
Cl -1.123 -0.622 3.260 0.024
Cl -8.774 -4.387 7.068 -0.135
Cl -6.349 4.424 6.006 -0.086
Cl -4.481 0.941 -3.572 -0.091
Cl 11.704 1.917 -4.590 -0.129
Cl -7.610 -1.767 6.629 -0.016
Cl -3.073 2.230 5.336 0.021
Cl -7.755 3.252 8.259 -0.100
Cl 5.672 -3.697 -6.011 -0.099
P 1.000 -4.766 -2.400 0.828
Si 0.379 -0.958 -1.345 -0.541
O -0.569 -4.438 -2.401 -0.176
O -0.047 0.242 -4.589 -0.613
O 1.219 -6.024 -1.659 -0.888
O 1.538 -4.799 -3.894 -0.366
C -9.058 -2.754 6.464 -0.002
C 2.085 -6.051 -4.393 -0.341
C 1.898 -3.421 -1.602 -0.936
C 6.333 3.473 -3.543 0.434
C -2.554 -1.274 4.051 0.463
C 4.456 3.898 3.298 -0.082
C 11.529 3.637 -4.953 -0.009
C -0.847 -0.112 -3.756 -0.274
C -1.322 -4.861 -3.558 -0.313
C -1.860 0.657 -0.492 -0.491
C 7.169 -4.179 -5.214 -0.039
C -2.428 1.581 0.593 -0.195
C -0.675 -1.300 -2.889 0.287
C -2.696 -4.188 -3.579 -0.984
C 1.748 0.320 -1.811 -0.653
C 1.049 -2.569 -0.638 0.292
C -3.357 3.864 4.711 0.274
C -4.017 -0.376 8.431 -0.151
C -6.679 0.699 2.586 -0.383
C -0.375 6.914 -2.357 -0.083
C 1.481 1.731 -1.175 -0.128
C -1.371 2.415 1.325 -0.589
C 4.790 7.323 -6.269 0.228
C 2.076 -3.877 3.167 -0.124
C 3.481 -6.287 -3.877 -0.988
C -6.872 4.660 7.681 -0.090
C -4.442 0.475 -5.273 0.073
C -0.598 -5.127 8.386 -0.026
C 0.587 2.590 -2.068 -0.457
C -0.778 -0.326 -0.002 -0.459
H -2.711 -3.428 -4.357 0.063
H -3.817 -0.183 9.476 0.372
H 3.493 -6.529 -2.817 0.302
H -0.894 1.806 2.090 0.022
H -0.579 2.781 0.673 -0.001
H 4.056 -5.373 -4.011 0.175
H 0.157 -3.133 -0.361 0.567
H -2.928 0.950 1.330 -0.139
H 2.729 -4.699 3.427 0.383
H -1.571 1.230 -1.372 0.009
H -1.271 -1.224 0.370 0.723
H 0.244 2.059 -2.953 0.134
H 1.084 1.598 -0.176 0.204
H 3.928 -7.130 -4.399 0.416
H 5.138 3.120 3.611 0.294
H 1.089 3.487 -2.412 0.772
H 1.588 -2.287 0.262 -0.638
H -1.151 7.666 -2.336 0.368
H -1.436 -5.942 -3.501 0.462
H 4.707 6.249 -6.369 0.120
H -0.149 0.064 0.798 0.481
H -0.806 -4.607 -4.480 0.322
H -9.842 -2.307 7.060 0.292
H 2.651 -3.951 -1.023 0.419
H -2.920 -3.694 -2.638 0.231
H -2.701 0.030 -0.799 0.272
H 2.129 -5.929 -5.473 0.363
H 1.769 0.446 -2.891 0.807
H 11.522 3.752 -6.028 0.287
H -3.434 -4.939 -3.847 0.416
H 5.947 2.944 -2.680 -0.088
H 7.978 -3.600 -5.638 0.352
H -7.354 1.545 2.602 0.365
H -3.171 2.256 0.166 0.445
H -0.267 -2.101 -3.506 0.456
H -1.663 -1.634 -2.566 0.071
H -3.025 -0.471 4.606 -0.457
H -1.822 3.254 1.851 0.256
H -1.773 0.475 -3.641 0.248
H -4.154 4.307 5.295 -0.145
H -0.283 2.894 -1.499 -0.712
H -3.603 0.971 -5.744 0.301
H 1.401 -6.859 -4.150 0.329
H -0.963 -5.665 9.250 0.342
H -7.540 5.511 7.703 0.380
H 2.376 -2.821 -2.375 0.554
```

Calculated values
**DFT total energy**: -23406.52701 a.u.
**Spin multiplicity**: 1
**HOMO-LUMO gap**: 7.9710 eV